# 1
Density functional theory data (wB97M-V/def2-TZVPD) for 2 unconnected molecules or ions with the total composition C5H13NO in a non-equilibrium geometry.

ORCA input file:
```
! wB97M-V def2-TZVPD RIJCOSX def2/J DEFGRID3
* xyz 0 1
C 2.31 1.96 0.21
C 1.36 1.36 1.19
C 0.57 0.19 0.68
C -0.77 0.41 0.61
N -1.82 -0.54 0.63
C -1.59 -2.01 0.57
H 2.04 1.73 -0.78
H 2.36 3.02 0.40
H 3.38 1.59 0.22
H 0.66 2.11 1.62
H 2.02 1.16 2.08
H 0.96 -0.81 0.50
H -1.15 1.38 0.73
H -2.52 -0.34 1.40
H -1.17 -2.26 1.50
H -0.94 -2.42 -0.27
H -2.62 -2.47 0.52
O -0.17 -1.15 -3.21
H 0.62 -0.81 -2.77
H -0.76 -0.39 -3.44
*
```

Computed properties:
relative energy (zero: lowest compared OMol25 entry of this formula, charge and spin)	2.368	eV
HOMO-LUMO gap	8.7	eV
SMILES	CC/C=C/NC.O
lowest unoccupied orbital energy	0.0345	Eh

Löwdin atomic charge list, values in e, 8 entries: number 1, C, carries -0.138; number 2, C, carries -0.303; number 3, C, carries -0.110; number 4, C, carries -0.165; number 5, N, carries -0.121; number 6, C, carries -0.115; number 7, H, carries 0.043; number 8, H, carries 0.063

***

# 2
Density functional theory data (wB97M-V/def2-TZVPD) for a molecular structure, C33H27NO2Se4V.

ORCA input file:
```
! wB97M-V def2-TZVPD RIJCOSX def2/J DEFGRID3
* xyz -2 4
V 1.77 -0.42 0.87
O 2.21 1.48 0.35
C 1.61 2.11 -0.70
C 0.46 2.98 -0.14
C -0.42 2.36 0.93
C -1.39 3.18 1.50
C -2.19 2.68 2.51
C -2.01 1.37 2.91
C -1.04 0.60 2.28
C -0.88 -0.86 2.60
C -0.99 -1.73 1.30
O 0.11 -1.55 0.53
C -1.15 -3.22 1.69
C -2.03 -3.67 2.68
C -2.18 -5.02 2.95
C -1.46 -5.96 2.23
C -0.59 -5.53 1.24
C -0.44 -4.17 0.98
C -2.28 -1.41 0.52
C -2.25 -1.52 -0.87
C -3.39 -1.31 -1.62
C -4.59 -0.98 -1.01
C -4.63 -0.86 0.38
C -3.49 -1.08 1.13
N -0.24 1.11 1.34
C 2.58 3.10 -1.38
C 3.84 3.31 -0.84
C 4.71 4.22 -1.42
C 4.33 4.94 -2.55
C 3.07 4.73 -3.10
C 2.21 3.81 -2.52
C 1.15 1.13 -1.79
C -0.12 1.09 -2.35
C -0.41 0.20 -3.38
C 0.55 -0.69 -3.83
C 1.81 -0.68 -3.25
C 2.11 0.22 -2.24
H -0.19 3.37 -0.93
H 0.93 3.86 0.31
H -1.51 4.20 1.15
H -2.95 3.31 2.98
H -2.63 0.93 3.69
H -1.61 -1.14 3.36
H 0.12 -1.07 3.00
H -2.61 -2.96 3.26
H -2.86 -5.34 3.73
H -1.57 -7.02 2.44
H 0.00 -6.25 0.68
H 0.27 -3.82 0.23
H -1.30 -1.75 -1.33
H -3.35 -1.40 -2.70
H -5.49 -0.81 -1.60
H -5.56 -0.60 0.87
H -3.55 -1.00 2.21
H 4.12 2.72 0.03
H 5.70 4.36 -1.00
H 5.01 5.64 -3.00
H 2.77 5.27 -3.99
H 1.24 3.63 -2.97
H -0.91 1.74 -1.98
H -1.41 0.19 -3.81
H 0.31 -1.39 -4.62
H 2.56 -1.39 -3.57
H 3.09 0.21 -1.77
Se 4.54 -0.03 0.79
Se 5.74 -1.96 1.33
Se 4.43 -2.69 3.15
Se 2.33 -2.73 2.14
*
```

Computed properties:
HOMO-LUMO gap (spin up / spin down)	4.8 / 5.0	eV
expectation value of S²	3.760
lowest unoccupied orbital energy (spin up / spin down)	0.1589 / 0.1588	Eh

Löwdin atomic charge list, values in e, 8 entries: number 1, V, carries 0.453; number 2, O, carries -0.412; number 3, C, carries -0.522; number 4, C, carries -0.059; number 5, C, carries -0.216; number 6, C, carries -0.042; number 7, C, carries -0.078; number 8, C, carries -0.042

***

# 3
Density functional theory data (wB97M-V/def2-TZVPD) for a molecular structure, C11H11AuCl2EuO3P in a non-equilibrium geometry.

ORCA input file:
```
! wB97M-V def2-TZVPD RIJCOSX def2/J DEFGRID3
* xyz 4 9
Eu 4.62 4.54 -4.42
Au 0.53 0.78 0.65
Cl 4.56 2.54 -5.44
Cl -0.83 2.71 0.87
C 0.57 0.50 2.59
C 6.22 5.25 -5.83
C 5.00 6.53 -3.61
O 0.56 0.36 3.71
O 7.03 5.53 -6.58
O 5.14 7.56 -3.10
C 0.12 -3.28 0.20
P -0.12 -1.48 0.37
C -0.40 -1.18 -1.45
C -1.61 -1.49 1.47
C -2.47 -0.41 1.48
C -3.57 -0.36 2.29
C -3.87 -1.43 3.13
C -3.02 -2.53 3.14
C -1.91 -2.56 2.34
H 0.87 -3.46 -0.56
H -0.85 -3.76 -0.13
H 0.45 -3.70 1.13
H -1.02 -1.97 -1.84
H -0.83 -0.21 -1.57
H 0.60 -1.21 -1.92
H -2.26 0.47 0.81
H -4.24 0.52 2.29
H -4.75 -1.40 3.78
H -3.25 -3.38 3.80
H -1.26 -3.46 2.39
*
```

Computed properties:
HOMO-LUMO gap (spin up / spin down)	4.3 / 5.2	eV
expectation value of S²	20.068
lowest unoccupied orbital energy (spin up / spin down)	-0.5753 / -0.5548	Eh

Löwdin atomic charge list, values in e, 8 entries: number 1, Eu, carries 1.437; number 2, Au, carries 0.619; number 3, Cl, carries 0.174; number 4, Cl, carries -0.015; number 5, C, carries -0.220; number 6, C, carries -0.097; number 7, C, carries -0.083; number 8, O, carries 0.251

***

# 4
Density functional theory data (wB97M-V/def2-TZVPD) for a molecular structure, B3H12Sn in a non-equilibrium geometry.

ORCA input file:
```
! wB97M-V def2-TZVPD RIJCOSX def2/J DEFGRID3
* xyz -1 1
Sn 0.22 -0.77 -0.04
B 0.31 1.66 -0.13
H -0.45 1.33 0.56
H 1.25 1.24 0.20
H 0.22 1.30 -1.14
H 0.35 2.74 -0.17
B 1.31 -2.56 1.43
H 1.60 -2.14 2.39
H 1.67 -3.57 1.29
H 0.25 -2.42 1.32
H 1.74 -2.00 0.62
B -1.72 1.03 -1.24
H -1.12 0.21 -0.89
H -1.92 1.73 -0.44
H -1.10 1.52 -1.98
H -2.60 0.69 -1.77
*
```

Computed properties:
relative energy (zero: lowest compared OMol25 entry of this formula, charge and spin)	4.087	eV
HOMO-LUMO gap	6.8	eV
lowest unoccupied orbital energy	0.0917	Eh

Löwdin atomic charge list, values in e, 8 entries: number 1, Sn, carries 1.535; number 2, B, carries -0.599; number 3, H, carries -0.044; number 4, H, carries -0.079; number 5, H, carries -0.070; number 6, H, carries 0.015; number 7, B, carries -0.479; number 8, H, carries -0.048

***

# 5
Density functional theory data (wB97M-V/def2-TZVPD) for a molecular structure, C16H21AuBF4N6OS2 in a non-equilibrium geometry.

ORCA input file:
```
! wB97M-V def2-TZVPD RIJCOSX def2/J DEFGRID3
* xyz 1 1
Au 0.16 -0.52 1.44
C 4.62 -0.96 0.57
C 3.15 -1.09 0.31
O 2.36 -0.34 0.90
N 2.76 -2.00 -0.59
C 1.39 -2.10 -1.05
C 0.55 -3.07 -0.26
C 0.43 -4.40 -0.65
C -0.44 -5.23 0.03
C -1.18 -4.71 1.08
C -0.98 -3.39 1.43
N -0.12 -2.60 0.80
H 4.84 0.10 0.69
H 5.24 -1.38 -0.21
H 4.85 -1.45 1.52
H 3.45 -2.61 -1.00
H 1.37 -2.40 -2.09
H 0.93 -1.12 -0.96
H 0.99 -4.76 -1.50
H -0.55 -6.27 -0.25
H -1.90 -5.30 1.61
H -1.53 -2.94 2.25
F -2.50 -1.59 -0.32
B -1.92 -0.88 -1.36
F -1.02 0.07 -0.73
F -2.86 -0.15 -2.02
F -1.18 -1.70 -2.16
C 3.72 3.98 -0.49
C 2.30 3.67 -0.18
C 1.25 4.17 -0.96
C -0.02 3.79 -0.59
N -0.24 3.01 0.46
C 0.80 2.58 1.16
S 0.49 1.62 2.58
N 2.05 2.90 0.86
H 3.87 5.05 -0.43
H 3.95 3.66 -1.50
H 4.37 3.48 0.22
H 1.43 4.81 -1.80
H -0.91 4.10 -1.14
S -2.11 -0.07 2.51
C -3.00 0.75 1.28
N -4.18 0.33 0.85
C -4.71 1.23 -0.17
C -3.58 2.27 -0.30
N -2.68 1.92 0.78
H -4.49 -0.62 0.93
H -5.65 1.66 0.18
H -4.87 0.69 -1.10
H -3.93 3.30 -0.18
H -3.07 2.18 -1.26
H -1.73 2.35 0.81
*
```

Computed properties:
HOMO-LUMO gap (spin up / spin down)	6.3 / 6.3	eV
lowest unoccupied orbital energy (spin up / spin down)	-0.2014 / -0.2013	Eh

Löwdin atomic charge list, values in e, 8 entries: number 1, Au, carries 0.817; number 2, C, carries 0.037; number 3, C, carries -0.485; number 4, O, carries -0.078; number 5, N, carries 0.111; number 6, C, carries -0.109; number 7, C, carries -0.244; number 8, C, carries 0.015

***

# 6
Density functional theory data (wB97M-V/def2-TZVPD) for a gas-phase ion, C3H5ClIN3S (charge +2) in a non-equilibrium geometry.

ORCA input file:
```
! wB97M-V def2-TZVPD RIJCOSX def2/J DEFGRID3
* xyz 2 1
C 0.19 0.08 0.54
C -1.33 -0.90 -1.16
C 1.23 -0.28 1.49
N -1.96 0.11 -1.61
N -0.36 1.27 0.37
N -0.26 -0.90 -0.22
S -1.29 1.87 -0.93
Cl -1.42 -2.35 -1.85
I 0.46 2.08 -2.57
H 0.85 -1.04 2.21
H 1.69 0.63 1.95
H 2.01 -0.90 0.86
H 0.07 2.08 0.94
H 0.11 -1.78 -0.02
*
```

Computed properties:
relative energy (zero: lowest compared OMol25 entry of this formula, charge and spin)	0.000	eV
HOMO-LUMO gap	8.5	eV
lowest unoccupied orbital energy	-0.3790	Eh

Löwdin atomic charge list, values in e, 8 entries: number 1, C, carries -0.374; number 2, C, carries -0.897; number 3, C, carries 0.064; number 4, N, carries -0.040; number 5, N, carries -0.224; number 6, N, carries 0.106; number 7, S, carries 0.768; number 8, Cl, carries 1.017

***

# 7
Density functional theory data (wB97M-V/def2-TZVPD) for a molecular structure, C37H25BrF10N3O4PS3Sn in a non-equilibrium geometry.

ORCA input file:
```
! wB97M-V def2-TZVPD RIJCOSX def2/J DEFGRID3
* xyz 0 1
Sn -0.38 -0.65 -0.19
F 0.72 2.91 6.58
C 0.93 2.13 5.52
C 1.97 1.20 5.53
F 2.76 1.09 6.59
C 2.16 0.39 4.41
F 3.18 -0.47 4.43
C 1.33 0.45 3.29
P 1.57 -0.68 1.83
C 1.95 -2.26 2.63
C 1.26 -2.63 3.78
C 1.44 -3.88 4.33
C 2.28 -4.79 3.71
C 2.93 -4.45 2.54
C 2.77 -3.19 2.00
C 3.14 0.03 1.23
C 3.03 1.04 0.28
C 4.16 1.59 -0.29
C 5.41 1.12 0.07
C 5.52 0.12 1.02
C 4.40 -0.42 1.62
C 0.31 1.40 3.30
Br -0.86 1.64 1.81
C 0.12 2.23 4.40
F -0.86 3.13 4.38
H 0.58 -1.93 4.26
H 0.92 -4.15 5.24
H 2.41 -5.77 4.14
H 3.55 -5.18 2.04
H 3.27 -2.93 1.07
H 2.04 1.39 -0.03
H 4.07 2.37 -1.04
H 6.29 1.52 -0.39
H 6.50 -0.25 1.30
H 4.49 -1.19 2.36
F 2.08 -4.05 -3.49
C 2.56 -3.74 -2.29
F 3.85 -3.45 -2.45
F 2.49 -4.80 -1.50
S 1.68 -2.25 -1.58
O 1.02 -2.71 -0.38
O 2.68 -1.26 -1.36
N 0.64 -1.80 -2.64
S -0.62 -2.74 -2.53
O -0.29 -4.07 -2.18
O -1.67 -2.08 -1.83
C -1.21 -2.77 -4.29
F -0.31 -3.30 -5.11
F -1.46 -1.53 -4.71
F -2.34 -3.47 -4.42
C -1.66 -1.89 1.28
C -3.11 -1.77 0.97
C -3.75 -2.68 0.13
C -5.09 -2.56 -0.18
C -5.84 -1.53 0.37
C -5.23 -0.62 1.23
C -3.88 -0.74 1.52
H -1.32 -2.93 1.13
H -1.47 -1.61 2.32
H -3.17 -3.49 -0.29
H -5.56 -3.27 -0.84
H -6.89 -1.43 0.14
H -5.80 0.17 1.68
H -3.41 -0.02 2.18
S -3.18 4.19 -4.70
C -2.68 2.90 -3.57
C -1.38 2.41 -3.60
C -1.01 1.49 -2.64
N -1.85 1.05 -1.71
C -3.10 1.49 -1.70
C -3.56 2.43 -2.61
C -2.09 5.42 -3.97
C -0.83 5.68 -4.48
C -0.05 6.63 -3.85
N -0.45 7.31 -2.79
C -1.65 7.06 -2.30
C -2.52 6.12 -2.85
H -0.68 2.74 -4.35
H 0.00 1.08 -2.61
H -3.74 1.09 -0.93
H -4.57 2.80 -2.56
H -0.46 5.15 -5.35
H 0.94 6.87 -4.20
H -1.94 7.63 -1.43
H -3.49 5.93 -2.42
*
```

Computed properties:
relative energy (zero: lowest compared OMol25 entry of this formula, charge and spin)	0.560	eV
HOMO-LUMO gap	7.3	eV
lowest unoccupied orbital energy	-0.0028	Eh

Löwdin atomic charge list, values in e, 8 entries: number 1, Sn, carries 1.104; number 2, F, carries 0.140; number 3, C, carries -0.125; number 4, C, carries -0.121; number 5, F, carries 0.136; number 6, C, carries -0.208; number 7, F, carries 0.111; number 8, C, carries -0.283